1.
{
  "formula": "C22H30N2P2Ru",
  "method": "ωB97M-V/def2-TZVPD",
  "s2": 8.79,
  "e_lumo_ev": [-2.040, -4.921],
  "charge": 1,
  "e_tot_ev": -47430.0866,
  "orbital_gap_ev": [6.347, 5.822],
  "multiplicity": 6,
  "e_homo_ev": [-8.39, -10.74],
  "elements": ["C", "C", "C", "C", "C", "C", "C", "C", "C", "C", "C", "C", "C", "H", "H", "H", "H", "H", "H", "H", "N", "Ru", "C", "H", "H", "C", "H", "H", "P", "P", "C", "H", "H", "H", "C", "H", "H", "H", "C", "H", "H", "H", "C", "H", "H", "H", "H", "H", "C", "C", "C", "N", "H", "H", "H", "H", "H"],
  "positions_angstrom": [[-1.242347, 3.455325, -2.584215], [-1.052884, 2.132883, -2.181792], [0.265440, 1.609802, -2.192279], [1.378789, 2.452807, -2.416871], [1.136645, 3.793108, -2.828174], [-0.157492, 4.279310, -2.912851], [2.642378, 1.906598, -2.084908], [2.851448, 0.524614, -2.290223], [1.724138, -0.308539, -2.092047], [1.862391, -1.716119, -2.004816], [3.111924, -2.279738, -2.255100], [4.227354, -1.475426, -2.530788], [4.106025, -0.093571, -2.553736], [-2.258331, 3.852416, -2.593897], [1.987088, 4.434047, -3.050416], [-0.350464, 5.312019, -3.218474], [3.506198, 2.555180, -2.197704], [3.215517, -3.362667, -2.190923], [5.193394, -1.955126, -2.714387], [4.973657, 0.537585, -2.747355], [0.549473, 0.335077, -1.690727], [0.310934, 0.227776, 0.241108], [-2.153740, 1.305547, -1.562552], [-2.205358, 0.301807, -2.007078], [-3.121050, 1.811028, -1.637582], [0.694758, -2.523192, -1.501663], [-0.206177, -2.343367, -2.103589], [0.931364, -3.590281, -1.482653], [-1.763997, 1.058032, 0.259184], [0.259486, -1.999812, 0.229788], [1.592199, -2.743641, 1.226973], [1.406208, -2.510481, 2.281914], [1.617473, -3.831529, 1.076443], [2.551656, -2.303242, 0.933039], [-1.219303, -2.990667, 0.590956], [-0.983459, -4.054790, 0.438821], [-1.527984, -2.826334, 1.630098], [-2.032501, -2.698802, -0.082596], [-2.094805, 2.721545, 0.931107], [-3.080120, 3.090117, 0.616648], [-2.059693, 2.657687, 2.024759], [-1.318093, 3.416587, 0.595491], [-3.148613, 0.077147, 0.875014], [-3.051650, -0.035727, 1.958541], [-4.089581, 0.598234, 0.650993], [-3.160862, -0.911923, 0.412483], [1.848908, 1.393688, -0.095125], [0.034051, 1.388841, 1.297862], [-1.241438, -1.022489, 5.839362], [-1.683446, -1.528561, 4.457153], [-0.870472, -1.007224, 3.380023], [-0.141715, -0.555553, 2.577330], [-0.186716, -1.268572, 6.019070], [-1.837970, -1.476163, 6.640160], [-1.362149, 0.066787, 5.897836], [-1.641167, -2.630732, 4.438881], [-2.735346, -1.251344, 4.283475]],
  "forces_ev_per_a": [[-0.039, -0.060, 0.224], [0.596, -0.315, -0.005], [-0.269, 0.740, 0.569], [-0.946, 0.846, 0.072], [0.145, -0.380, 0.262], [-0.133, -0.061, -0.189], [0.999, 0.642, -2.015], [0.453, -1.198, 0.183], [0.747, -0.514, 0.463], [-0.149, 0.729, -0.033], [-0.012, 0.089, 0.165], [-0.078, -0.009, -0.180], [-0.277, 0.125, 0.209], [0.264, -0.024, -0.025], [-0.153, -0.074, 0.100], [0.157, -0.413, 0.097], [-0.008, 0.035, 0.287], [0.049, 0.230, -0.042], [-0.361, 0.265, 0.041], [-0.191, -0.163, 0.109], [-1.022, -0.704, -1.805], [2.328, 3.627, -0.363], [0.208, -0.103, 0.198], [-0.081, 0.211, 0.063], [0.064, -0.110, -0.091], [-0.145, 0.164, 0.130], [0.160, -0.132, 0.029], [-0.096, 0.050, -0.125], [-1.850, 1.449, -1.418], [0.981, -2.966, -0.414], [-0.164, -0.362, 0.095], [0.148, -0.139, -0.261], [0.100, 0.195, 0.117], [-0.195, -0.088, 0.007], [-0.011, -0.195, 0.094], [-0.157, 0.280, 0.075], [-0.005, -0.124, -0.287], [0.158, -0.134, 0.121], [-0.021, -0.101, 0.160], [0.207, -0.130, 0.063], [0.003, 0.116, -0.161], [-0.123, -0.153, 0.028], [-0.257, -0.103, 0.213], [-0.093, -0.020, -0.127], [0.215, -0.135, 0.072], [-0.014, 0.152, 0.062], [-1.177, -1.139, 1.072], [0.198, 0.344, 0.706], [0.318, 0.300, 0.133], [-0.814, -0.586, 0.596], [2.048, 1.315, -1.761], [-1.879, -1.387, 3.068], [-0.293, 0.102, -0.032], [0.073, 0.048, -0.362], [0.090, -0.285, 0.031], [0.021, 0.347, -0.152], [0.284, -0.093, -0.066]],
  "mulliken_spin": [0.146, -0.091, 0.134, -0.073, 0.108, -0.012, 0.573, -0.004, 0.057, -0.004, 0.146, -0.020, 0.090, 0.006, -0.001, 0.002, -0.014, 0.006, 0.001, 0.000, 0.227, 3.196, 0.052, -0.007, -0.007, -0.004, 0.002, -0.002, -0.167, -0.006, 0.026, 0.012, 0.003, -0.008, 0.019, 0.005, -0.002, 0.003, 0.011, 0.006, 0.000, -0.013, 0.054, -0.003, 0.001, -0.009, 0.412, 0.127, 0.003, -0.001, 0.062, -0.042, 0.000, -0.001, 0.000, -0.001, 0.004]
}

***

2.
{
  "formula": "C22H30N4O5S",
  "method": "ωB97M-V/def2-TZVPD",
  "e_lumo_ev": 0.480,
  "e_tot_ev": -50332.6058,
  "orbital_gap_ev": 8.358,
  "smiles": "COc1ccc(CNC(=O)C2CCN(S(=O)(=O)c3c(C)noc3/C=C/N(C)C)CC2)cc1",
  "e_homo_ev": -7.88,
  "e_above_lowest_ev": 4.4869,
  "elements": ["C", "H", "O", "C", "C", "C", "C", "C", "C", "H", "H", "C", "N", "C", "O", "C", "C", "C", "N", "S", "O", "O", "C", "C", "C", "C", "N", "C", "H", "H", "H", "C", "H", "H", "H", "H", "H", "O", "N", "C", "C", "H", "H", "H", "C", "C", "H", "H", "H", "H", "H", "H", "H", "H", "H", "H", "H", "H", "H", "H", "H", "H"],
  "positions_angstrom": [[-8.410933, -0.875848, 0.597248], [-9.363608, -1.309631, 0.297451], [-7.654514, -0.765739, -0.583770], [-6.402600, -0.235285, -0.508496], [-5.710466, -0.136609, -1.716399], [-4.436536, 0.389554, -1.750967], [-3.822786, 0.837128, -0.587026], [-4.511249, 0.730259, 0.612573], [-5.788798, 0.201113, 0.661130], [-6.294079, 0.138675, 1.611908], [-4.038150, 1.068303, 1.522594], [-2.420162, 1.386086, -0.597540], [-1.471058, 0.408890, -0.091957], [-1.009259, 0.447071, 1.172715], [-1.285077, 1.344542, 1.945150], [-0.043904, -0.663794, 1.590916], [0.084376, -1.855710, 0.643700], [1.112817, -2.846086, 1.206945], [2.387789, -2.226515, 1.458170], [3.527786, -2.305807, 0.250078], [4.704461, -1.658498, 0.755781], [3.608844, -3.682069, -0.144276], [2.926929, -1.381977, -1.128321], [3.082217, -0.020810, -1.344345], [3.770042, 0.948591, -0.573070], [3.759499, 2.266849, -0.896354], [4.420394, 3.246567, -0.262039], [4.175339, 4.631799, -0.564430], [5.122386, 5.159614, -0.699900], [3.594983, 4.718473, -1.480053], [3.622706, 5.117518, 0.246454], [5.211689, 2.972091, 0.911758], [5.875610, 3.813876, 1.099740], [4.580938, 2.816921, 1.792708], [5.814051, 2.078407, 0.754632], [3.178374, 2.580659, -1.753393], [4.315671, 0.547786, 0.263027], [2.430832, 0.301993, -2.478929], [1.867942, -0.824967, -3.017244], [2.158756, -1.830070, -2.233883], [1.715465, -3.215287, -2.525066], [1.698708, -3.374673, -3.599751], [2.394266, -3.915475, -2.045277], [0.708935, -3.381685, -2.141528], [2.338891, -1.053219, 2.293742], [1.335072, -0.016578, 1.788562], [1.250038, 0.798460, 2.508220], [1.677226, 0.401311, 0.839492], [2.062103, -1.371961, 3.305518], [3.350196, -0.647916, 2.319154], [0.742375, -3.262243, 2.151204], [1.296386, -3.666954, 0.513016], [0.428810, -1.518474, -0.335656], [-0.874751, -2.366156, 0.529476], [-0.393711, -1.019895, 2.567357], [-1.301966, -0.394019, -0.673795], [-2.122292, 1.669411, -1.610435], [-2.348374, 2.253148, 0.063839], [-3.915712, 0.461061, -2.695088], [-6.197792, -0.480033, -2.615099], [-7.927423, -1.535244, 1.325413], [-8.587720, 0.103089, 1.054431]],
  "forces_ev_per_a": [[-0.109, -0.015, 0.186], [0.052, 0.032, 0.073], [0.199, 0.044, -0.241], [0.158, 0.032, -0.151], [-0.247, -0.108, 0.106], [-0.033, 0.054, 0.145], [0.074, 0.118, 0.011], [0.084, 0.038, -0.172], [-0.304, -0.130, 0.064], [-0.080, -0.018, 0.070], [0.060, 0.052, 0.123], [-0.067, 0.054, 0.106], [-0.015, -0.044, -0.446], [0.328, -0.505, 0.067], [-0.129, 0.297, 0.349], [0.022, 0.251, -0.137], [0.007, -0.080, 0.312], [-0.462, -0.250, -0.428], [0.933, -0.259, -0.592], [-0.097, -0.001, 0.150], [-0.211, 0.195, -0.025], [-0.265, 0.133, -0.108], [0.420, 0.370, 0.377], [-0.196, -0.769, -0.062], [0.177, 0.525, 0.019], [-0.052, -0.297, 0.012], [0.076, -0.029, -0.080], [-0.041, 0.282, -0.013], [-0.047, 0.020, -0.010], [-0.005, -0.008, -0.004], [-0.009, 0.039, -0.046], [0.011, -0.144, 0.056], [-0.003, -0.020, 0.001], [0.001, -0.017, 0.044], [0.048, -0.011, 0.027], [-0.034, 0.115, -0.050], [0.092, 0.074, 0.112], [0.630, 0.330, 0.913], [-0.547, -1.053, -0.569], [0.033, 0.441, -0.089], [-0.065, -0.058, -0.167], [-0.035, -0.053, -0.045], [-0.069, -0.064, -0.104], [-0.060, -0.046, 0.048], [0.127, 0.697, 0.085], [-0.061, -0.193, 0.235], [0.007, 0.024, -0.030], [-0.014, 0.045, 0.037], [0.058, -0.008, -0.046], [-0.108, 0.080, 0.235], [0.054, -0.026, -0.071], [-0.227, -0.097, 0.113], [-0.074, 0.002, -0.051], [-0.020, -0.014, -0.066], [-0.054, 0.053, -0.044], [0.099, -0.037, 0.129], [-0.040, 0.043, 0.089], [0.035, -0.061, -0.190], [0.058, 0.018, -0.115], [-0.064, -0.044, -0.113], [-0.013, 0.039, -0.020], [0.018, -0.041, -0.006]],
  "mulliken_charge": [-0.827, 0.237, -0.455, 0.875, -0.560, -0.460, 0.462, -0.595, -0.436, 0.382, 0.458, -1.622, 0.113, -0.337, -0.700, 0.801, -0.111, -1.497, 0.239, 1.259, -0.741, -0.765, 0.268, -0.063, -0.648, 0.356, 0.116, -0.967, 0.308, 0.300, 0.345, -1.047, 0.335, 0.295, 0.385, 0.430, 0.412, -0.201, -0.871, 0.622, -1.369, 0.467, 0.360, 0.245, -1.214, -0.494, 0.613, -0.005, 0.356, 0.559, 0.410, 0.528, -0.192, 0.592, 0.449, 0.202, 0.518, 0.447, 0.345, 0.419, 0.331, 0.337]
}

***

3.
{
  "formula": "C22H30N4O5S2",
  "method": "ωB97M-V/def2-TZVPD",
  "e_lumo_ev": 0.185,
  "e_tot_ev": -61169.2267,
  "orbital_gap_ev": 8.889,
  "smiles": "CCN(CC)S(=O)(=O)c1cccc(NC(=O)CNc2cccc(S(=O)(=O)N3CCCC3)c2)c1",
  "e_homo_ev": -8.70,
  "e_above_lowest_ev": 0.0677,
  "elements": ["C", "H", "H", "H", "C", "N", "S", "O", "O", "C", "C", "C", "C", "C", "C", "H", "H", "H", "N", "C", "O", "C", "N", "C", "C", "C", "C", "C", "C", "H", "H", "H", "S", "O", "O", "N", "C", "H", "C", "H", "H", "C", "H", "H", "C", "H", "H", "H", "H", "H", "H", "H", "H", "H", "C", "C", "H", "H", "H", "H", "H", "H", "H"],
  "positions_angstrom": [[3.304615, 1.940543, -0.222464], [4.069557, 1.189564, -0.040685], [3.769528, 2.820984, -0.656699], [2.842449, 2.201885, 0.725604], [2.256282, 1.382691, -1.178897], [1.322833, 2.388113, -1.617309], [0.897202, 2.328000, -3.204928], [-0.172765, 3.258308, -3.420421], [2.084634, 2.473718, -4.000907], [0.285626, 0.659229, -3.534942], [-0.443438, -0.047334, -2.602225], [-0.886151, -1.335148, -2.916664], [-0.609943, -1.874337, -4.170258], [0.114499, -1.140923, -5.093762], [0.572653, 0.126303, -4.778279], [1.154951, 0.714511, -5.468283], [0.323024, -1.566508, -6.063255], [-0.958660, -2.864050, -4.412720], [-1.593481, -2.036175, -1.928468], [-1.979942, -3.338555, -1.942368], [-1.828442, -4.104836, -2.868948], [-2.563544, -3.838774, -0.609024], [-1.492342, -4.392715, 0.201935], [-0.514790, -3.579087, 0.725111], [-0.782412, -2.261421, 1.098165], [0.230210, -1.450579, 1.559347], [1.520329, -1.905928, 1.730272], [1.777476, -3.241281, 1.442100], [0.785923, -4.058686, 0.938410], [1.013485, -5.083557, 0.683292], [2.771435, -3.637110, 1.583601], [2.290366, -1.231131, 2.065675], [-0.263478, 0.249768, 1.757440], [0.874079, 1.080081, 2.043406], [-1.051196, 0.573674, 0.595812], [-1.332254, 0.132736, 3.053372], [-0.626070, 0.065879, 4.320070], [0.316332, -0.460664, 4.173661], [-0.437513, 1.520647, 4.789730], [-0.634392, 1.612209, 5.856512], [0.581552, 1.846456, 4.592356], [-1.433862, 2.335763, 3.946203], [-0.898212, 2.980611, 3.250816], [-2.090376, 2.950745, 4.558582], [-2.222540, 1.276867, 3.163627], [-2.507103, 1.596411, 2.162910], [-3.112827, 0.956170, 3.712051], [-1.245776, -0.501589, 5.019719], [-1.766698, -1.828971, 1.035796], [-1.139187, -5.265886, -0.167467], [-3.265873, -4.645937, -0.825882], [-3.084720, -3.052642, -0.063777], [-1.745684, -1.491762, -1.088904], [-0.664476, 0.383801, -1.636291], [0.431296, 3.034847, -0.676693], [0.783336, 4.512114, -0.533156], [1.797732, 4.628603, -0.161730], [0.095288, 4.994979, 0.156707], [0.706591, 4.991277, -1.505290], [0.499193, 2.520962, 0.282068], [-0.591601, 2.946363, -1.051130], [2.736901, 1.016145, -2.089374], [1.730372, 0.544630, -0.693149]],
  "forces_ev_per_a": [[-0.247, -0.072, -0.223], [0.075, -0.067, 0.076], [0.099, 0.093, -0.024], [0.030, 0.074, 0.128], [0.530, -0.365, 0.184], [-0.468, -0.194, -1.102], [0.191, 0.008, -0.126], [-0.196, -0.058, 0.327], [0.000, -0.283, 0.134], [0.255, 0.468, 0.098], [-0.104, -0.134, 0.044], [0.259, 0.222, -0.355], [-0.079, -0.186, -0.031], [0.000, 0.227, 0.146], [0.134, 0.035, -0.192], [0.083, -0.014, -0.140], [0.025, -0.032, -0.081], [0.008, 0.007, 0.013], [-0.106, 0.409, 0.176], [-0.362, -0.063, 0.504], [0.051, -0.187, -0.171], [0.130, -0.004, -0.261], [-0.193, -0.525, -0.016], [0.320, 0.423, 0.352], [-0.125, -0.387, -0.091], [-0.016, 0.354, 0.100], [0.079, 0.278, 0.137], [-0.065, 0.068, -0.044], [-0.104, 0.044, -0.040], [0.033, -0.117, -0.031], [0.085, -0.031, 0.000], [0.146, 0.059, 0.056], [-0.311, -0.607, 0.122], [0.206, -0.170, 0.257], [-0.281, 0.050, 0.068], [0.539, -0.289, -1.084], [0.375, -0.141, 0.562], [0.003, -0.091, 0.230], [0.074, -0.011, 0.070], [0.049, -0.002, 0.013], [-0.008, 0.019, 0.084], [-0.090, 0.010, 0.021], [-0.032, 0.064, 0.025], [0.006, 0.068, -0.037], [-0.353, 0.571, -0.185], [-0.209, 0.053, 0.104], [0.060, -0.018, -0.087], [0.082, -0.009, -0.075], [-0.207, -0.104, -0.084], [-0.046, 0.123, 0.028], [0.046, 0.206, -0.028], [-0.051, -0.051, 0.009], [-0.055, -0.248, -0.075], [-0.003, 0.021, 0.135], [-0.376, 0.600, 0.168], [-0.132, -0.262, 0.010], [0.125, 0.046, 0.055], [-0.065, 0.122, 0.092], [-0.002, 0.117, -0.038], [0.024, 0.032, -0.203], [0.009, -0.022, 0.236], [0.091, -0.180, 0.212], [0.060, 0.056, -0.152]],
  "mulliken_charge": [-1.468, 0.430, 0.405, 0.182, -0.028, 0.298, 1.492, -0.716, -0.730, -0.009, -0.191, 0.294, -0.372, -0.881, -0.648, 0.492, 0.392, 0.541, 0.039, 0.767, -0.653, -1.073, -0.231, 0.068, -0.838, -0.072, -0.138, -0.884, -0.749, 0.362, 0.425, 0.562, 1.478, -0.698, -0.827, -0.091, -0.599, 0.293, -0.504, 0.378, 0.202, -0.527, 0.122, 0.437, -0.640, 0.319, 0.442, 0.416, 0.882, 0.294, 0.418, 0.312, 0.098, 0.298, -0.138, -1.489, 0.311, 0.427, 0.335, -0.094, 0.488, 0.560, 0.027]
}